# C24H31IN5O3Ti

A molecular structure, C24H31IN5O3Ti (ωB97M-V with the def2-TZVPD basis set, OMol25).

XYZ file:
```
65
Properties=species:S:1:pos:R:3:lowdin_charge:R:1
Ti -0.67 -0.42 0.12 0.9569
C -3.50 2.82 -1.20 -0.0186
C -2.14 2.83 -1.83 -0.2873
N -1.76 3.92 -2.49 0.1106
C -0.53 3.94 -3.00 -0.0947
C 0.37 2.90 -2.94 -0.1556
C 1.75 3.06 -3.48 -0.1957
O 2.68 2.96 -2.39 -0.0735
C -0.02 1.70 -2.28 -0.1154
C 0.85 0.58 -2.23 -0.0798
N 0.60 -0.52 -1.48 -0.1315
C 1.47 -1.62 -1.59 -0.3664
C 2.86 -1.47 -1.64 -0.0234
C 3.69 -2.58 -1.69 -0.0673
C 3.16 -3.86 -1.69 -0.0801
C 1.79 -4.03 -1.65 -0.1452
C 0.96 -2.92 -1.60 -0.6147
I -1.12 -3.19 -1.64 1.0668
C -1.30 1.72 -1.68 -0.2646
O -1.72 0.69 -0.90 -0.2258
H -4.03 3.72 -1.49 0.0826
H -3.43 2.80 -0.11 0.0708
H -4.07 1.94 -1.50 0.0828
H -0.24 4.86 -3.50 0.1161
H 1.84 4.03 -3.97 0.1209
H 1.98 2.29 -4.23 0.1233
H 3.54 3.26 -2.69 0.0905
H 1.74 0.60 -2.84 0.1151
H 3.28 -0.47 -1.62 0.1138
H 4.77 -2.44 -1.73 0.1101
H 3.81 -4.72 -1.73 0.1092
H 1.36 -5.02 -1.66 0.0972
O 1.11 -0.77 1.25 -0.2356
C 1.57 -1.44 2.43 -0.2036
C 0.41 -2.05 3.18 -0.1439
C -0.40 -3.04 2.31 -0.1180
C -1.83 -2.62 2.13 -0.2846
C -2.88 -3.36 2.66 0.0099
C -4.19 -2.94 2.48 -0.0216
C -4.42 -1.77 1.77 -0.0272
C -3.34 -1.08 1.27 -0.1102
N -2.07 -1.49 1.45 -0.0113
H 1.63 0.09 1.04 0.0548
H 2.09 -0.72 3.06 0.1289
H 2.29 -2.21 2.13 0.1345
H -0.24 -1.26 3.56 0.1130
H 0.81 -2.57 4.05 0.1251
H -0.39 -4.03 2.75 0.1239
H 0.06 -3.14 1.32 0.0900
H -2.66 -4.27 3.21 0.1249
H -5.01 -3.51 2.89 0.1220
H -5.42 -1.40 1.60 0.1190
H -3.48 -0.18 0.69 0.1089
N -0.79 1.32 1.65 -0.0124
C -0.06 2.59 1.35 -0.1907
C 1.43 2.56 1.67 -0.2142
N 2.20 1.63 0.84 0.0347
H -1.78 1.54 1.65 0.0905
H -0.57 1.02 2.59 0.0971
H -0.50 3.41 1.93 0.1277
H -0.21 2.83 0.29 0.1107
H 1.57 2.29 2.72 0.1195
H 1.79 3.59 1.55 0.1240
H 3.19 1.74 1.05 0.1096
H 2.11 1.88 -0.15 0.0774
```

Summary:
- charge = +1
- DFT total energy (eV) = -70197.3437
- largest force on an atom (eV/Å) = 0.36
- multiplicity = 3
- energy relative to the best compared isomer or geometry (same formula, charge and spin) (kcal per mole) = 14.6
- HOMO level (alpha / beta) (eV) = -8.21 / -10.65
- <S²> = 2.03

=====

# C24H31IrN3O4SSb

A molecular structure, C24H31IrN3O4SSb at a distorted geometry (ωB97M-V with the def2-TZVPD basis set, OMol25).

XYZ file:
```
65
Properties=species:S:1:pos:R:3:lowdin_charge:R:1
Ir 0.56 -0.88 0.83 1.3708
O 6.73 1.83 2.66 -0.0482
C 6.35 0.44 2.68 -0.1736
C 5.01 0.18 2.01 -0.1461
C 4.47 -1.08 2.36 0.0075
C 3.15 -1.41 1.98 -0.0869
N 2.39 -0.49 1.32 -0.1685
C 2.98 0.70 0.82 -0.1804
C 4.29 1.08 1.21 0.0729
C 2.09 1.37 -0.11 -0.1967
C 2.39 2.57 -0.78 0.0599
C 1.39 3.16 -1.59 -0.1154
C 1.65 4.41 -2.43 -0.1708
O 0.45 5.02 -2.96 -0.0364
C 0.10 2.54 -1.62 0.0200
C -0.16 1.39 -0.91 -0.1292
N 0.78 0.87 -0.08 -0.2197
H 7.42 1.94 3.30 0.0885
H 6.29 0.06 3.75 0.1544
H 7.13 -0.11 2.12 0.1449
H 4.96 -1.79 2.93 0.1004
H 2.71 -2.34 2.33 0.0983
H 4.69 2.13 1.05 0.1513
H 3.32 3.09 -0.60 0.1324
H 2.41 4.13 -3.11 0.1186
H 2.19 5.09 -1.76 0.1373
H 0.67 5.42 -3.82 0.1105
H -0.77 2.97 -2.16 0.1368
H -1.07 0.87 -0.91 0.0769
O -0.31 -4.82 1.99 0.1707
C 0.22 -3.80 1.69 -0.4247
N 0.73 -2.75 1.37 -0.1200
C 0.34 2.30 3.76 -0.2381
Sb -0.66 0.74 2.57 1.3861
C -1.25 -0.55 4.15 -0.2813
C -2.71 1.25 1.87 -0.2298
H -0.03 2.27 4.79 0.0261
H 0.01 3.26 3.31 0.0227
H 1.42 2.27 3.67 0.0089
H -2.35 -0.49 4.20 0.0270
H -0.83 -0.16 5.06 0.0093
H -0.90 -1.56 3.99 -0.0039
H -3.21 0.27 1.78 0.0230
H -2.67 1.85 0.94 0.0092
H -3.16 1.89 2.67 0.0366
C -6.06 -1.35 -4.71 -0.0371
C -5.02 -1.73 -3.72 -0.2223
C -5.24 -2.66 -2.65 -0.0009
C -4.24 -3.00 -1.75 -0.0749
C -2.98 -2.43 -1.85 -0.4430
C -2.68 -1.58 -2.91 -0.0718
C -3.69 -1.19 -3.84 0.0095
S -1.78 -2.85 -0.63 1.0349
C -0.50 -3.53 -1.79 -0.1925
O -1.38 -1.41 -0.16 -0.6822
H -5.63 -1.13 -5.69 0.0892
H -6.57 -0.45 -4.38 0.0927
H -6.72 -2.19 -4.89 0.0904
H -6.26 -3.08 -2.54 0.1340
H -4.45 -3.69 -0.97 0.1042
H -1.63 -1.28 -2.99 0.1038
H -3.46 -0.47 -4.64 0.1268
H -0.17 -2.87 -2.58 0.0543
H -1.09 -4.34 -2.35 0.1084
H 0.36 -3.92 -1.27 0.0449
```

Summary:
- charge = +2
- DFT total energy (eV) = -58242.9772
- largest force on an atom (eV/Å) = 4.56
- multiplicity = 5
- HOMO level (alpha / beta) (eV) = -11.40 / -14.24
- <S²> = 6.03

=====

# C24H31N3O6S

C24H31N3O6S in the gas phase (ωB97M-V with the def2-TZVPD basis set, OMol25).

XYZ file:
```
65
Properties=species:S:1:pos:R:3:lowdin_charge:R:1
C -0.90 -1.75 -2.63 -0.0512
C -0.48 -2.59 -1.43 -0.2375
O 0.72 -2.02 -0.94 -0.0732
C 1.51 -2.73 -0.08 -0.1980
C 1.20 -3.96 0.46 -0.0167
C 2.11 -4.60 1.30 -0.0920
C 3.32 -4.01 1.61 -0.0907
C 3.63 -2.76 1.09 -0.0097
C 2.74 -2.12 0.25 -0.1349
N 2.96 -0.84 -0.29 0.1643
C 3.86 0.09 0.10 -0.3914
O 4.78 -0.09 0.86 0.0776
C 3.50 1.47 -0.51 -0.1922
N 2.24 1.88 0.09 0.1348
C 1.05 1.57 -0.47 -0.4421
O 0.94 1.11 -1.59 0.0772
C -0.13 1.77 0.42 -0.1098
C -0.37 2.95 1.13 -0.0116
C -1.50 3.06 1.92 -0.0482
C -2.39 2.01 2.02 -0.0404
C -2.14 0.84 1.32 -0.2512
S -3.31 -0.50 1.42 0.6905
O -2.71 -1.70 0.89 -0.2802
O -3.88 -0.55 2.73 -0.2731
N -4.50 0.08 0.38 -0.2313
C -4.14 -0.05 -1.02 -0.1780
C -5.20 0.68 -1.86 -0.1826
O -6.49 0.19 -1.61 -0.1246
C -6.82 0.31 -0.24 -0.1843
C -5.83 -0.45 0.63 -0.1721
C -1.03 0.72 0.52 0.0123
C 4.58 2.56 -0.36 -0.3632
C 4.86 2.91 1.10 -0.0634
C 5.86 2.12 -1.06 -0.0617
H -0.87 -0.70 -2.38 0.0574
H -0.22 -1.92 -3.46 0.0809
H -1.91 -2.02 -2.94 0.0744
H -1.25 -2.57 -0.65 0.0985
H -0.31 -3.63 -1.74 0.1244
H 0.26 -4.43 0.25 0.1073
H 1.85 -5.56 1.72 0.1013
H 4.02 -4.51 2.26 0.1006
H 4.57 -2.28 1.33 0.1015
H 2.24 -0.57 -0.95 0.1204
H 3.30 1.33 -1.58 0.1558
H 2.27 2.14 1.06 0.1436
H 0.32 3.78 1.04 0.1194
H -1.68 3.98 2.47 0.1104
H -3.27 2.06 2.64 0.1189
H -3.16 0.40 -1.17 0.1185
H -4.10 -1.11 -1.31 0.1299
H -5.01 0.53 -2.92 0.1309
H -5.15 1.76 -1.62 0.1312
H -7.83 -0.10 -0.14 0.1302
H -6.83 1.37 0.05 0.1303
H -6.04 -0.31 1.69 0.1203
H -5.87 -1.52 0.39 0.1384
H -0.85 -0.21 0.00 0.1050
H 4.19 3.46 -0.86 0.1395
H 5.67 3.63 1.15 0.0805
H 5.16 2.02 1.65 0.0736
H 3.99 3.35 1.59 0.0674
H 6.59 2.92 -1.04 0.0791
H 5.66 1.86 -2.10 0.0814
H 6.27 1.25 -0.56 0.0776
```

Summary:
- DFT total energy (eV) = -52982.3385
- largest force on an atom (eV/Å) = 1.00
- energy relative to the best compared isomer or geometry (same formula, charge and spin) (kcal per mole) = 42.7
- HOMO level (eV) = -8.07

=====

# C24H31N3O6S

C24H31N3O6S in the gas phase (ωB97M-V with the def2-TZVPD basis set, OMol25).

XYZ file:
```
65
Properties=species:S:1:pos:R:3:lowdin_charge:R:1
C -7.65 2.27 1.98 -0.0626
C -6.94 1.27 2.89 -0.2233
O -5.66 0.91 2.37 -0.0150
C -4.66 1.79 2.62 -0.5395
O -4.78 2.78 3.30 0.0862
N -3.51 1.44 1.99 -0.0291
C -2.29 2.17 2.26 -0.0979
C -1.37 1.29 3.12 -0.1044
N -1.12 0.03 2.43 -0.0423
C -0.05 -0.31 1.69 -0.4490
O -0.02 -1.36 1.07 0.0300
C 1.19 0.58 1.71 -0.0774
N 1.72 0.60 0.36 -0.2441
C 3.12 0.85 0.19 -0.1553
C 3.97 -0.36 0.51 -0.2014
C 3.42 -1.64 0.48 -0.0259
C 4.21 -2.74 0.76 -0.0727
C 5.55 -2.58 1.06 -0.0950
C 6.10 -1.31 1.08 -0.0888
C 5.31 -0.21 0.81 -0.0469
S 0.73 1.28 -0.81 0.7134
O -0.62 1.22 -0.30 -0.2709
O 1.22 2.57 -1.20 -0.2792
C 0.94 0.14 -2.16 -0.2683
C 1.48 0.57 -3.35 -0.0493
C 1.67 -0.33 -4.38 0.0001
C 1.32 -1.67 -4.21 -0.2232
O 1.47 -2.63 -5.16 -0.0755
C 2.00 -2.27 -6.41 -0.0769
C 0.77 -2.11 -2.98 -0.1766
C 0.41 -3.55 -2.81 -0.0225
C 0.59 -1.19 -1.97 -0.0072
C -2.36 -0.69 2.20 -0.0947
C -3.28 0.17 1.33 -0.0951
H -7.73 1.86 0.97 0.0767
H -8.64 2.47 2.37 0.0759
H -7.09 3.20 1.94 0.0746
H -6.81 1.70 3.89 0.1200
H -7.49 0.33 2.95 0.1215
H -2.55 3.09 2.78 0.1284
H -1.80 2.38 1.31 0.1150
H -0.44 1.81 3.34 0.1141
H -1.87 1.05 4.06 0.1358
H 1.00 1.60 2.07 0.1188
H 1.94 0.10 2.35 0.1506
H 3.45 1.71 0.79 0.1379
H 3.26 1.12 -0.86 0.1269
H 2.37 -1.76 0.26 0.0955
H 3.77 -3.73 0.74 0.1036
H 6.17 -3.44 1.27 0.0994
H 7.15 -1.18 1.32 0.1007
H 5.74 0.78 0.83 0.1115
H 1.74 1.61 -3.46 0.1145
H 2.09 0.01 -5.31 0.1052
H 2.02 -3.19 -6.99 0.0952
H 3.02 -1.89 -6.32 0.0978
H 1.37 -1.53 -6.92 0.0978
H 1.29 -4.17 -2.99 0.0874
H -0.34 -3.83 -3.54 0.0879
H 0.04 -3.73 -1.81 0.0829
H 0.18 -1.49 -1.02 0.0983
H -2.12 -1.62 1.69 0.1233
H -2.84 -0.90 3.16 0.1341
H -4.23 -0.32 1.15 0.1277
H -2.77 0.38 0.38 0.1215
```

Summary:
- DFT total energy (eV) = -52982.2964
- largest force on an atom (eV/Å) = 0.94
- energy relative to the best compared isomer or geometry (same formula, charge and spin) (kcal per mole) = 43.7
- HOMO level (eV) = -8.68

=====

# C24H31N5O4

C24H31N5O4 in the gas phase at a distorted geometry (ωB97M-V with the def2-TZVPD basis set, OMol25).

XYZ file:
```
64
Properties=species:S:1:pos:R:3:lowdin_charge:R:1
C -1.02 -2.29 -2.40 -0.0542
C -1.42 -2.13 -0.93 -0.2388
O -1.58 -0.77 -0.56 -0.0722
C -0.48 0.03 -0.46 -0.1956
C 0.83 -0.40 -0.37 0.0635
C 1.86 0.51 -0.20 -0.1360
N 3.21 0.12 -0.11 0.1463
C 3.76 -1.11 -0.23 -0.4557
O 3.13 -2.13 -0.42 0.0715
C 5.28 -1.08 -0.12 -0.0948
C 5.85 -2.43 0.30 -0.4358
C 5.50 -2.72 1.76 -0.0703
C 7.37 -2.46 0.10 -0.0828
C 1.59 1.88 -0.11 -0.1951
O 2.67 2.70 0.08 -0.0676
C 2.46 4.09 0.18 -0.2520
C 3.81 4.75 0.41 -0.0643
C 0.28 2.32 -0.21 0.0636
C -0.75 1.41 -0.40 -0.1342
N -2.09 1.80 -0.55 0.1512
C -2.67 2.96 -0.19 -0.4742
O -2.11 3.91 0.32 0.0630
C -4.18 2.96 -0.45 -0.0778
C -4.94 1.99 0.46 -0.1103
N -4.95 0.65 -0.05 -0.0583
N -4.40 0.29 -1.23 0.0291
N -4.58 -0.94 -1.46 0.0929
C -5.27 -1.49 -0.42 -0.2240
C -5.72 -2.79 -0.18 -0.0135
C -6.40 -3.00 0.99 -0.0874
C -6.65 -1.97 1.91 -0.0816
C -6.22 -0.68 1.69 -0.0114
C -5.52 -0.45 0.51 -0.1568
H -0.05 -1.84 -2.58 0.0709
H -1.77 -1.80 -3.03 0.0774
H -0.97 -3.34 -2.65 0.0776
H -2.41 -2.57 -0.77 0.1058
H -0.70 -2.63 -0.28 0.1195
H 1.08 -1.45 -0.42 0.0979
H 3.82 0.91 0.04 0.1382
H 5.59 -0.30 0.58 0.1236
H 5.66 -0.82 -1.12 0.1297
H 5.39 -3.20 -0.33 0.1343
H 5.93 -1.97 2.41 0.0807
H 4.42 -2.72 1.89 0.0751
H 5.88 -3.70 2.06 0.0772
H 7.84 -1.69 0.69 0.0785
H 7.62 -2.29 -0.95 0.0741
H 7.77 -3.43 0.39 0.0749
H 2.00 4.47 -0.74 0.1295
H 1.78 4.30 1.02 0.1309
H 3.68 5.83 0.49 0.0760
H 4.47 4.54 -0.42 0.0763
H 4.26 4.38 1.32 0.0764
H 0.03 3.36 -0.15 0.0994
H -2.68 1.07 -0.95 0.1008
H -4.53 3.98 -0.25 0.1214
H -4.38 2.71 -1.49 0.1158
H -5.98 2.32 0.55 0.1322
H -4.49 1.99 1.46 0.1414
H -5.53 -3.58 -0.88 0.1128
H -6.77 -3.99 1.22 0.1020
H -7.20 -2.19 2.81 0.1038
H -6.41 0.11 2.40 0.1093
```

Summary:
- DFT total energy (eV) = -41032.2949
- largest force on an atom (eV/Å) = 1.28
- energy relative to the best compared isomer or geometry (same formula, charge and spin) (kcal per mole) = 25.5
- HOMO level (eV) = -7.28

=====

# C24H31N5OS

A molecular structure, C24H31N5OS at a distorted geometry (ωB97M-V with the def2-TZVPD basis set, OMol25).

XYZ file:
```
62
Properties=species:S:1:pos:R:3:lowdin_charge:R:1
C -3.94 -3.96 1.86 -0.0220
C -3.19 -2.98 0.85 -0.1764
C -1.82 -2.77 0.73 -0.0404
C -1.34 -1.96 -0.14 -0.2350
C -2.20 -1.27 -1.04 -0.1408
C -3.68 -1.28 -0.74 -0.0601
C -4.24 -2.26 0.24 0.0219
H -5.25 -2.20 0.04 0.0836
C -4.56 -0.27 -1.70 -0.0051
H -5.51 -0.53 -1.39 0.0386
H -4.41 -0.27 -2.65 -0.0065
H -4.39 0.85 -1.49 0.0957
N -1.61 -0.38 -1.84 0.1442
C -0.27 0.09 -1.83 -0.3617
O 0.11 0.85 -2.77 -0.0041
C 0.50 -0.87 -0.93 0.0219
C 0.05 -1.93 -0.18 0.0591
H 0.61 -2.45 0.45 0.0886
C 2.16 -0.50 -1.20 0.0480
N 2.52 0.13 0.16 -0.1093
C 2.26 1.39 0.20 -0.6372
N 1.61 2.23 -0.51 -0.0139
C 1.13 3.54 -0.38 -0.2049
C -0.46 3.39 -0.30 -0.1636
H -0.70 3.05 -1.65 0.1958
H -0.71 4.38 -0.45 0.0526
C -0.92 2.33 0.70 -0.2607
N -2.26 2.20 0.47 -0.3045
C -3.31 3.10 0.49 -0.1311
H -4.21 2.70 0.37 0.0182
H -3.19 3.93 1.20 0.0854
H -3.05 3.69 -0.65 0.1584
C -2.65 1.21 1.61 -0.0747
H -3.70 0.64 1.38 0.1098
H -2.01 0.26 1.65 0.0810
H -2.64 1.88 2.60 0.1179
H -0.28 1.63 0.64 0.0163
H -0.84 3.12 1.89 0.2190
H 1.46 4.16 -1.20 0.1197
H 1.36 3.92 0.63 0.0648
H 1.48 1.62 -1.36 0.1283
S 2.62 2.16 1.98 0.3453
C 3.22 -0.77 1.00 -0.1727
C 4.61 -1.22 0.42 -0.2676
C 5.45 -0.02 -0.05 0.1343
C 6.93 -0.50 -0.53 0.0137
C 7.13 -1.89 -0.64 -0.2282
N 6.34 -2.89 -0.30 0.0991
C 5.08 -2.30 0.09 -0.1807
H 4.27 -3.15 0.51 0.1675
H 8.02 -2.07 -1.16 0.0740
H 7.51 0.36 -0.87 0.0790
H 5.48 1.02 0.07 0.0589
H 2.82 -1.71 1.32 0.1017
H 3.56 -0.20 2.00 0.1100
H 2.63 -1.46 -0.99 0.1044
H 2.26 -0.10 -2.12 0.0713
H -2.31 0.44 -2.20 0.2090
H -1.31 -3.40 1.37 0.1143
H -4.52 -4.62 1.52 -0.0121
H -3.18 -4.64 2.19 0.0704
H -4.53 -3.44 2.63 0.0915
```

Summary:
- DFT total energy (eV) = -45707.4278
- largest force on an atom (eV/Å) = 14.24
- energy relative to the best compared isomer or geometry (same formula, charge and spin) (kcal per mole) = 430.3
- HOMO level (eV) = -7.13

=====

# C24H32AsNOPtSTe

A molecular structure, C24H32AsNOPtSTe (ωB97M-V with the def2-TZVPD basis set, OMol25).

XYZ file:
```
62
Properties=species:S:1:pos:R:3:lowdin_charge:R:1
Pt -0.80 -1.04 -1.48 0.6458
S -2.70 -2.08 -0.58 0.5227
C -1.57 -3.43 -0.56 -0.7605
C -1.70 -4.75 -0.14 -0.0686
C -0.59 -5.57 -0.25 -0.0626
C 0.61 -5.09 -0.77 -0.0561
C 0.67 -3.76 -1.16 -0.1052
N -0.40 -2.99 -1.04 -0.2004
H -2.64 -5.10 0.27 0.1102
H -0.66 -6.60 0.07 0.1090
H 1.47 -5.73 -0.86 0.1026
H 1.54 -3.27 -1.58 0.1129
C 1.94 0.94 -0.91 -0.0707
C 1.99 0.14 -2.22 -0.7473
C 1.78 1.08 -3.41 -0.0510
C 3.36 -0.52 -2.36 -0.0483
O 1.06 -0.91 -2.24 -0.4223
H 2.62 1.79 -0.96 0.0893
H 2.23 0.31 -0.07 0.0480
H 0.93 1.31 -0.72 0.0310
H 2.56 1.84 -3.46 0.0854
H 0.82 1.60 -3.33 0.0252
H 1.78 0.51 -4.34 0.0868
H 4.16 0.23 -2.38 0.0823
H 3.40 -1.10 -3.28 0.0824
H 3.53 -1.19 -1.51 0.0775
C -1.25 2.72 -1.70 -0.2527
As -1.78 0.95 -2.25 0.9364
C -3.68 1.01 -1.88 -0.2917
C -1.80 1.02 -4.19 -0.2674
H -1.89 3.45 -2.21 0.0391
H -0.21 2.91 -1.95 0.0188
H -1.37 2.81 -0.62 0.0060
H -4.15 1.85 -2.38 0.0370
H -3.82 1.09 -0.81 0.0061
H -4.12 0.07 -2.23 0.0164
H -2.25 1.95 -4.53 0.0363
H -2.39 0.18 -4.55 0.0341
H -0.79 0.93 -4.58 0.0104
Te -0.02 -0.99 1.82 1.3693
C 1.26 -0.45 3.41 -0.5524
C 2.62 -0.70 3.27 -0.1590
C 3.51 -0.41 4.30 -0.0936
C 3.04 0.17 5.47 -0.0952
C 1.68 0.43 5.61 -0.0895
C 0.80 0.12 4.60 -0.1392
C -1.10 0.82 1.85 -0.5426
C -2.48 0.82 1.75 -0.1686
C -3.19 2.01 1.76 -0.1032
C -2.51 3.22 1.89 -0.1009
C -1.13 3.23 2.00 -0.0992
C -0.42 2.04 1.96 -0.1474
H 3.00 -1.13 2.35 0.0856
H 4.56 -0.62 4.18 0.1015
H 3.73 0.41 6.27 0.0997
H 1.31 0.88 6.53 0.1019
H -0.26 0.32 4.73 0.1009
H -3.01 -0.13 1.67 0.0680
H -4.27 2.00 1.69 0.1052
H -3.07 4.15 1.92 0.1020
H -0.60 4.16 2.10 0.1061
H 0.66 2.05 2.03 0.1039
```

Summary:
- DFT total energy (eV) = -111159.2122
- largest force on an atom (eV/Å) = 0.60
- energy relative to the best compared isomer or geometry (same formula, charge and spin) (kcal per mole) = 1.4
- HOMO level (eV) = -7.23

=====

- What is the largest force on an atom in the fifth record?
  1.28 eV/Å

=====

- largest force on an atom of number 2 (C24H31IrN3O4SSb)?
  4.56 eV/Å

=====

- largest force on an atom of number 1 (C24H31IN5O3Ti)?
  0.36 eV/Å